{"formula": "C4H5ClO4S2", "method": "the ωB97M-V functional and the def2-TZVPD basis", "e_tot_ev": -46604.4974, "homo_energy_ev": [-10.5500, -10.5834], "lumo_energy_ev": [-0.7, -3.3], "charge": 0, "s_squared": 2.02, "multiplicity": 3, "homo_lumo_gap_ha": [0.363, 0.269], "species": ["C", "C", "C", "C", "O", "O", "O", "O", "S", "S", "Cl", "H", "H", "H", "H", "H"], "positions_angstrom": [[0.02, 1.08, -0.12], [-0.67, 0.28, -0.96], [0.23, 0.77, 1.27], [0.15, -2.19, 1.31], [1.78, -0.73, 2.77], [2.34, -0.82, 0.40], [-2.66, 0.28, -2.67], [-0.37, -0.22, -3.55], [1.30, -0.76, 1.44], [-1.24, 0.46, -2.62], [-1.05, 2.61, -2.62], [0.36, 2.09, -0.37], [0.88, 1.46, 1.80], [-0.69, 0.39, 1.66], [-0.72, -1.90, 1.83], [0.34, -2.78, 0.43]], "lowdin_charge": [-0.22, -0.06, -0.21, 0.04, -0.31, -0.34, -0.34, -0.30, 0.61, 0.41, 0.34, 0.10, 0.12, 0.09, 0.02, 0.05]}

***

{"formula": "C21H66B4N11O7P3", "method": "the ωB97M-V functional and the def2-TZVPD basis", "e_tot_ev": -84147.5477, "e_above_lowest_ev": 6.6743, "homo_energy_ev": -7.9394, "lumo_energy_ev": 0.0, "charge": 0, "homo_lumo_gap_ha": 0.293, "species": ["N", "C", "C", "C", "B", "O", "B", "O", "B", "B", "N", "O", "O", "H", "H", "H", "H", "H", "H", "H", "H", "H", "H", "H", "H", "O", "P", "N", "C", "C", "N", "C", "C", "N", "C", "C", "H", "H", "H", "H", "H", "H", "H", "H", "H", "H", "H", "H", "H", "H", "H", "H", "H", "H", "O", "P", "N", "C", "C", "N", "C", "C", "N", "C", "C", "H", "H", "H", "H", "H", "H", "H", "H", "H", "H", "H", "H", "H", "H", "H", "H", "H", "H", "O", "P", "N", "C", "C", "N", "C", "C", "N", "C", "C", "H", "H", "H", "H", "H", "H", "H", "H", "H", "H", "H", "H", "H", "H", "H", "H", "H", "H"], "positions_angstrom": [[6.37, -0.76, 1.42], [6.19, 0.66, 1.77], [5.55, 1.50, 0.65], [4.52, 0.73, -0.22], [3.06, 0.93, 0.32], [2.59, 2.26, 0.42], [2.03, 2.51, 1.65], [1.73, 1.39, 2.42], [1.23, 0.47, 1.46], [-0.43, 0.23, 1.31], [-1.12, -1.06, 1.22], [-1.23, 1.39, 1.25], [2.21, -0.11, 0.67], [6.72, -1.23, 2.24], [7.08, -0.88, 0.70], [5.55, 0.69, 2.66], [7.16, 1.09, 2.04], [5.03, 2.32, 1.15], [6.30, 1.97, 0.02], [4.55, 1.19, -1.22], [4.78, -0.32, -0.37], [1.76, 3.59, 2.06], [-1.40, -1.37, 2.14], [-1.96, -0.91, 0.65], [-1.30, 1.79, 2.13], [-3.44, -0.98, -1.61], [-3.14, -0.99, -3.09], [-2.36, 0.53, -3.21], [-2.75, 1.67, -4.00], [-1.12, 0.66, -2.46], [-4.76, -0.94, -3.66], [-5.25, -0.07, -4.72], [-5.82, -1.10, -2.66], [-2.64, -1.50, -4.69], [-2.88, -2.97, -4.81], [-1.26, -1.28, -5.14], [-2.94, 1.40, -5.05], [-1.96, 2.42, -4.04], [-3.64, 2.16, -3.60], [-0.31, 0.05, -2.90], [-1.26, 0.34, -1.43], [-0.76, 1.69, -2.42], [-5.42, 0.95, -4.37], [-6.19, -0.45, -5.11], [-4.57, -0.04, -5.58], [-5.95, -0.19, -2.06], [-5.61, -1.93, -2.00], [-6.77, -1.32, -3.15], [-2.24, -3.52, -4.12], [-2.67, -3.32, -5.82], [-3.91, -3.22, -4.58], [-0.53, -1.75, -4.48], [-1.02, -0.22, -5.22], [-1.14, -1.69, -6.14], [-3.69, -5.66, -2.79], [-4.04, -6.27, -1.46], [-2.78, -7.43, -1.36], [-2.92, -8.86, -1.25], [-1.42, -6.91, -1.30], [-5.54, -6.98, -1.90], [-5.95, -8.33, -1.56], [-6.05, -6.64, -3.23], [-4.50, -6.45, 0.23], [-5.39, -5.31, 0.60], [-3.47, -6.50, 1.27], [-3.61, -9.16, -0.45], [-1.97, -9.33, -1.00], [-3.25, -9.31, -2.19], [-1.21, -6.40, -0.35], [-1.24, -6.19, -2.10], [-0.67, -7.70, -1.42], [-5.50, -9.08, -2.22], [-7.04, -8.42, -1.67], [-5.74, -8.58, -0.53], [-5.51, -7.17, -4.02], [-6.00, -5.57, -3.41], [-7.11, -6.92, -3.30], [-4.86, -4.36, 0.56], [-5.78, -5.45, 1.61], [-6.25, -5.26, -0.07], [-2.83, -5.61, 1.27], [-2.83, -7.38, 1.17], [-3.95, -6.58, 2.24], [6.21, 5.56, 2.76], [5.11, 6.14, 3.62], [4.47, 7.21, 2.43], [4.40, 8.65, 2.49], [3.88, 6.59, 1.25], [6.11, 6.95, 4.76], [5.95, 8.33, 5.19], [7.54, 6.64, 4.71], [3.74, 6.44, 4.68], [3.72, 5.40, 5.75], [2.38, 6.46, 4.13], [3.95, 9.01, 3.42], [3.77, 9.05, 1.69], [5.39, 9.11, 2.38], [2.94, 6.07, 1.49], [4.56, 5.85, 0.81], [3.66, 7.31, 0.47], [6.35, 9.04, 4.45], [6.49, 8.50, 6.13], [4.91, 8.58, 5.40], [8.03, 7.12, 3.86], [7.70, 5.57, 4.66], [8.03, 6.98, 5.62], [3.54, 4.41, 5.34], [2.94, 5.61, 6.48], [4.67, 5.38, 6.28], [2.11, 5.52, 3.63], [2.22, 7.28, 3.43], [1.67, 6.62, 4.94]], "lowdin_charge": [-0.02, -0.27, -0.18, -0.05, -0.51, 0.24, -0.37, 0.22, -0.38, -0.42, 0.15, 0.10, 0.31, 0.06, 0.07, 0.11, 0.10, 0.10, 0.11, 0.11, 0.09, 0.11, 0.08, 0.05, 0.11, -0.31, 0.71, -0.33, -0.13, -0.12, -0.31, -0.14, -0.14, -0.27, -0.13, -0.13, 0.07, 0.08, 0.08, 0.07, 0.05, 0.09, 0.07, 0.08, 0.07, 0.08, 0.06, 0.08, 0.07, 0.08, 0.07, 0.08, 0.07, 0.08, -0.30, 0.70, -0.33, -0.13, -0.13, -0.31, -0.15, -0.14, -0.27, -0.13, -0.13, 0.07, 0.08, 0.08, 0.06, 0.07, 0.08, 0.07, 0.08, 0.07, 0.09, 0.07, 0.08, 0.08, 0.08, 0.07, 0.09, 0.07, 0.08, -0.30, 0.71, -0.34, -0.13, -0.13, -0.31, -0.14, -0.14, -0.27, -0.13, -0.13, 0.06, 0.08, 0.08, 0.06, 0.07, 0.08, 0.07, 0.08, 0.07, 0.09, 0.07, 0.08, 0.08, 0.08, 0.07, 0.07, 0.07, 0.09]}

***

{"formula": "C5H8N3O4S", "method": "the ωB97M-V functional and the def2-TZVPD basis", "e_tot_ev": -28804.6596, "e_above_lowest_ev": 2.1394, "homo_energy_ev": -3.8998, "lumo_energy_ev": 3.2, "charge": -1, "homo_lumo_gap_ha": 0.262, "species": ["C", "C", "C", "C", "C", "N", "N", "N", "O", "O", "O", "O", "S", "H", "H", "H", "H", "H", "H", "H", "H"], "positions_angstrom": [[-0.24, -2.18, -0.86], [0.56, -2.95, -0.06], [0.90, -0.60, 0.27], [-0.58, 0.15, -1.45], [0.68, 2.10, 1.24], [0.02, -0.88, -0.66], [1.41, -2.38, 0.71], [-3.20, 0.74, 1.18], [-2.42, 1.62, 0.80], [2.91, 0.87, 1.35], [-3.09, -0.40, 0.62], [2.02, 1.34, -0.93], [1.80, 0.97, 0.45], [-0.96, -2.57, -1.67], [0.86, -4.06, -0.24], [-0.72, -0.19, -2.41], [-1.45, 0.51, -1.03], [0.21, 1.03, -1.42], [0.52, 2.93, 0.50], [-0.33, 1.53, 1.46], [1.09, 2.41, 2.15]], "lowdin_charge": [-0.13, -0.33, -0.12, -0.02, -0.15, -0.18, 0.11, -0.34, -0.24, -0.33, -0.23, -0.36, 0.63, 0.15, 0.13, 0.07, 0.03, 0.11, 0.09, 0.09, 0.02]}

***

What is the formula in the third record? C5H8N3O4S